1.
{"formula": "C6H13NO", "method": "the ωB97M-V functional and the def2-TZVPD basis", "elements": ["O", "N", "C", "C", "C", "C", "C", "C", "H", "H", "H", "H", "H", "H", "H", "H", "H", "H", "H", "H", "H"], "positions_angstrom": [[0.24820, -1.48938, -1.88781], [1.43142, -1.72243, 0.16820], [0.21035, 0.65356, 1.74254], [-1.28956, 0.33011, -0.39482], [-0.38239, 0.29505, 0.45593], [1.87804, 0.12311, -1.34951], [0.85711, -0.83226, -0.78880], [-2.67535, 1.38926, 0.62897], [1.40716, 0.80254, -2.05754], [-1.65767, 0.09324, -1.36986], [-0.36939, -2.14788, -1.54950], [2.34208, 0.69189, -0.54671], [0.43171, 1.72125, 1.77866], [0.75294, -2.35763, 0.57083], [-2.99461, 0.81139, 1.49131], [2.20478, -2.26934, -0.21219], [-0.47520, 0.41840, 2.55779], [-3.44761, 1.46782, -0.12969], [2.66804, -0.42312, -1.88247], [-2.27059, 2.36021, 0.89886], [1.13054, 0.08423, 1.87581]], "atomic_forces_ev_per_a": [[-0.325, 0.675, 0.541], [0.337, -0.239, 0.082], [-0.238, 0.071, 0.101], [-6.435, 3.968, 2.524], [5.256, -3.567, -2.785], [-0.057, -0.130, -0.021], [-0.055, 0.827, 1.814], [1.363, -1.569, -2.362], [-0.006, 0.035, 0.022], [0.509, -0.369, -0.186], [0.017, 0.005, 0.030], [-0.035, 0.041, 0.021], [0.005, 0.005, 0.011], [0.000, 0.062, -0.012], [0.080, -0.082, -0.085], [-0.160, 0.083, -0.025], [-0.005, 0.028, 0.069], [-0.297, 0.207, 0.262], [-0.076, -0.011, 0.030], [0.144, -0.082, -0.085], [-0.023, 0.041, 0.057]], "charge": 0, "homo_lumo_gap_ev": 8.09}

---

2.
{"formula": "C6H13NO", "method": "the ωB97M-V functional and the def2-TZVPD basis", "elements": ["O", "N", "C", "C", "C", "C", "C", "C", "H", "H", "H", "H", "H", "H", "H", "H", "H", "H", "H", "H", "H"], "positions_angstrom": [[0.73081, -2.94122, -0.15895], [-2.08153, 0.26597, 0.90995], [-1.73820, 2.56828, 0.13518], [-1.49598, 1.10754, 0.21999], [0.84713, -0.36316, -0.27664], [1.55133, -0.13188, 1.02911], [-0.22215, -1.92920, -0.17400], [1.45846, -0.20064, -1.45080], [1.72965, -1.07438, 1.54675], [1.43065, -2.70164, -0.78348], [-0.74594, -1.85093, -1.13152], [-2.03121, 2.83319, -0.88117], [0.92824, 0.47620, 1.68754], [2.45684, 0.21204, -1.52461], [2.51090, 0.36818, 0.89063], [-1.64673, -0.69227, 0.76331], [-0.81279, 3.10626, 0.35353], [0.95643, -0.39583, -2.38894], [-2.51599, 2.87054, 0.83261], [-0.43628, 0.65322, -0.26235], [-0.87365, -2.18028, 0.66389]], "atomic_forces_ev_per_a": [[0.334, 0.045, -0.026], [-1.310, -2.171, 0.728], [-0.181, 0.028, -0.014], [3.966, -0.567, -1.279], [0.183, -4.145, 0.943], [-0.270, 0.290, 0.089], [1.824, 2.136, -1.317], [-0.441, 0.090, -0.169], [-0.035, -0.082, -0.081], [-0.156, -0.076, 0.038], [-0.250, -0.159, 0.197], [-0.031, 0.057, -0.021], [0.051, 0.051, 0.068], [-0.073, 0.353, 0.104], [-0.031, 0.072, -0.036], [-0.742, 1.880, 0.500], [-0.051, -0.034, 0.009], [-0.003, -0.311, -0.097], [-0.081, 0.047, 0.007], [-2.831, 1.915, 0.355], [0.127, 0.582, 0.003]], "charge": 0, "homo_lumo_gap_ev": 9.16, "smiles": "[H]/N=C/C.C=C(C)CO"}

---

3.
{"formula": "C6H13NO", "method": "the ωB97M-V functional and the def2-TZVPD basis", "elements": ["O", "N", "C", "C", "C", "C", "C", "C", "H", "H", "H", "H", "H", "H", "H", "H", "H", "H", "H", "H", "H"], "positions_angstrom": [[2.47044, -2.03146, 0.57685], [-1.23882, 2.47357, -1.33462], [2.14814, -0.71800, 0.13752], [0.03696, -0.73781, 1.52377], [-1.06032, 1.29620, -0.82389], [0.34457, 0.93874, -0.36611], [0.62627, -0.48781, 0.12881], [-2.21993, 0.35592, -0.65057], [0.99136, 1.14752, -1.22981], [0.18730, -1.22355, -0.55578], [2.00264, -2.66142, 0.00323], [0.62788, 1.66397, 0.40808], [-2.50287, 0.32049, 0.40364], [-1.03194, -0.95760, 1.46367], [2.64977, -0.00704, 0.80238], [-3.08510, 0.70209, -1.22342], [0.49968, -1.59773, 2.01807], [-2.22065, 2.62780, -1.58735], [-1.95847, -0.64325, -1.00377], [0.16681, 0.13147, 2.17651], [2.56626, -0.59209, -0.86721]], "atomic_forces_ev_per_a": [[-0.081, -0.238, 0.003], [0.508, -1.279, 0.591], [-0.340, -0.356, -0.289], [-0.147, -0.195, 0.084], [-0.764, 1.859, -0.664], [0.042, -0.109, -0.412], [0.142, 0.346, 0.464], [0.058, -0.147, -0.095], [-0.073, 0.053, 0.166], [0.088, 0.065, -0.131], [0.271, 0.319, 0.263], [-0.016, -0.147, -0.095], [0.013, -0.211, -0.052], [0.082, 0.120, 0.047], [-0.079, -0.195, 0.035], [0.171, -0.002, 0.085], [0.043, 0.131, -0.174], [0.277, -0.191, 0.087], [-0.107, -0.088, 0.217], [0.037, -0.038, -0.096], [-0.124, 0.300, -0.035]], "charge": 0, "homo_lumo_gap_ev": 10.61, "smiles": "[H]/N=C(\\C)C[C@H](C)CO"}

---

4.
{"formula": "C6H13NO", "method": "the ωB97M-V functional and the def2-TZVPD basis", "elements": ["O", "N", "C", "C", "C", "C", "C", "C", "H", "H", "H", "H", "H", "H", "H", "H", "H", "H", "H", "H", "H"], "positions_angstrom": [[0.68976, -0.44746, 3.83979], [-1.37026, -0.78482, -1.52899], [0.53826, -0.33771, 2.69653], [1.50647, 0.16937, 1.61063], [-0.45536, 1.00348, 0.19301], [0.88110, 1.26067, 0.69926], [-0.61208, -0.74588, -2.81206], [-0.81554, -0.56458, -0.25307], [-1.11319, -0.01532, -3.39648], [-1.56769, -0.95635, 0.50109], [-2.25180, -0.36178, -1.55179], [1.08795, 2.24746, 1.12403], [-0.59058, -1.75776, -3.17657], [1.74574, -0.64819, 0.88273], [0.47949, -0.48393, -2.69469], [2.44685, 0.44813, 2.05609], [1.68879, 1.16370, -0.15886], [0.11295, -1.09885, -0.10826], [-0.75740, 1.59893, -0.77250], [-0.33396, -0.92043, 2.17899], [-1.30950, 1.23132, 0.67112]], "atomic_forces_ev_per_a": [[0.752, 0.492, 3.842], [1.167, -0.736, -0.543], [-0.785, -2.084, -5.449], [-0.921, -0.361, 0.174], [-1.293, -1.897, -5.579], [4.359, -0.094, -0.746], [0.849, -0.072, 2.466], [0.551, 1.297, 1.750], [-0.077, 0.285, -1.213], [0.952, 0.424, -0.731], [-1.287, 0.625, -0.650], [-0.529, -0.021, 0.020], [-0.271, -0.212, -0.830], [-0.370, 0.111, 1.166], [-1.146, 0.182, 0.177], [0.294, 0.482, 0.154], [-1.859, 0.730, 1.018], [0.032, -0.581, -0.227], [1.373, -0.833, 1.264], [0.539, 1.081, 0.782], [-2.330, 1.182, 3.155]], "charge": 0, "homo_lumo_gap_ev": 9.16, "smiles": "CNCCCCC=O"}

---

5.
{"formula": "C6H13NO", "method": "the ωB97M-V functional and the def2-TZVPD basis", "elements": ["O", "N", "C", "C", "C", "C", "C", "C", "H", "H", "H", "H", "H", "H", "H", "H", "H", "H", "H", "H", "H"], "positions_angstrom": [[0.96516, 2.15415, -2.13780], [1.46119, -1.25836, -1.94349], [2.61748, -1.35236, -1.45689], [-0.17716, -1.04264, -0.13143], [0.31431, -0.71356, -1.32288], [-1.50591, -0.49799, 0.35229], [-1.38300, 0.78140, 1.19916], [-0.70203, 0.57623, 2.56813], [-2.15112, -0.31824, -0.51665], [-2.04369, -1.30464, 0.86889], [-1.27993, -0.15737, 3.14288], [1.23664, 1.24708, -2.33174], [-0.74584, 1.47841, 0.65081], [3.36618, -1.72246, -2.16568], [2.85322, -1.10968, -0.42102], [0.06116, 2.17359, -1.78843], [-0.21081, -0.16038, -2.09136], [-2.40853, 1.12759, 1.37597], [-0.86598, 1.47758, 3.16371], [0.32265, 0.29105, 2.35514], [0.27601, -1.66941, 0.63039]], "atomic_forces_ev_per_a": [[0.071, 0.429, -0.042], [-0.212, 0.351, -0.523], [-0.287, -0.218, -0.292], [-0.966, 0.724, 0.476], [0.814, -1.367, 0.090], [-0.113, -0.274, -0.573], [-0.129, -0.782, 0.477], [-1.484, 0.000, -0.549], [0.185, 0.308, 0.015], [0.181, 0.247, 0.338], [0.514, -0.416, -0.192], [-0.415, 0.284, 0.197], [-0.512, 0.325, -0.159], [0.161, -0.059, 0.652], [0.246, 0.219, 0.051], [0.511, -0.450, -0.216], [-0.592, 0.181, 0.483], [0.310, 0.450, -0.256], [0.838, 0.152, -0.158], [0.217, 0.046, 0.759], [0.662, -0.151, -0.576]], "charge": 0, "homo_lumo_gap_ev": 9.80, "smiles": "C=N/C=C/CCC.O"}

---

6.
{"formula": "C6H13NO", "method": "the ωB97M-V functional and the def2-TZVPD basis", "elements": ["O", "N", "C", "C", "C", "C", "C", "C", "H", "H", "H", "H", "H", "H", "H", "H", "H", "H", "H", "H", "H"], "positions_angstrom": [[0.06277, -0.42364, -1.79691], [1.15418, 1.00140, -0.38871], [-1.08695, 1.09390, 0.71502], [1.05346, -2.91433, -0.39229], [0.39433, 1.47267, 0.81635], [0.73642, -0.33193, -0.75212], [1.13602, -1.45030, 0.03991], [-1.80179, 1.78540, -0.41548], [-0.07983, -1.48410, 1.65020], [0.79623, 1.47273, -1.23649], [0.46959, 2.53717, 1.01822], [0.21954, -2.92973, -1.06299], [-1.28964, 1.86242, -1.39600], [-2.01463, 2.84914, -0.23624], [0.87961, 0.98676, 1.66174], [-2.72904, 1.25643, -0.70458], [1.96229, -3.25543, -0.89842], [2.08235, -1.30945, 0.58098], [0.79525, -3.54380, 0.46170], [-1.52597, 1.31448, 1.74152], [-1.21417, 0.01020, 0.59458]], "atomic_forces_ev_per_a": [[1.315, -0.725, 1.555], [-1.021, -0.547, -0.572], [-0.037, 0.045, 1.426], [-0.831, 1.099, 0.045], [0.035, -1.056, -0.051], [-1.563, 2.207, -2.565], [0.407, -2.487, 4.266], [-0.856, 0.840, -1.340], [2.030, 0.344, -2.748], [0.417, 0.275, 0.784], [0.375, 0.212, -0.572], [-0.424, -0.561, -0.695], [0.364, -0.585, 0.664], [-0.268, -0.303, 0.431], [-0.208, -0.078, 0.154], [0.205, 0.407, 0.464], [-0.119, 0.146, 0.138], [-0.569, 0.513, 0.049], [0.419, 0.059, -0.205], [0.133, -0.057, -1.309], [0.195, 0.253, 0.082]], "charge": 0, "homo_lumo_gap_ev": 8.34}

---

What did the fourth record say?
{"formula": "C6H13NO", "method": "the ωB97M-V functional and the def2-TZVPD basis", "elements": ["O", "N", "C", "C", "C", "C", "C", "C", "H", "H", "H", "H", "H", "H", "H", "H", "H", "H", "H", "H", "H"], "positions_angstrom": [[0.68976, -0.44746, 3.83979], [-1.37026, -0.78482, -1.52899], [0.53826, -0.33771, 2.69653], [1.50647, 0.16937, 1.61063], [-0.45536, 1.00348, 0.19301], [0.88110, 1.26067, 0.69926], [-0.61208, -0.74588, -2.81206], [-0.81554, -0.56458, -0.25307], [-1.11319, -0.01532, -3.39648], [-1.56769, -0.95635, 0.50109], [-2.25180, -0.36178, -1.55179], [1.08795, 2.24746, 1.12403], [-0.59058, -1.75776, -3.17657], [1.74574, -0.64819, 0.88273], [0.47949, -0.48393, -2.69469], [2.44685, 0.44813, 2.05609], [1.68879, 1.16370, -0.15886], [0.11295, -1.09885, -0.10826], [-0.75740, 1.59893, -0.77250], [-0.33396, -0.92043, 2.17899], [-1.30950, 1.23132, 0.67112]], "atomic_forces_ev_per_a": [[0.752, 0.492, 3.842], [1.167, -0.736, -0.543], [-0.785, -2.084, -5.449], [-0.921, -0.361, 0.174], [-1.293, -1.897, -5.579], [4.359, -0.094, -0.746], [0.849, -0.072, 2.466], [0.551, 1.297, 1.750], [-0.077, 0.285, -1.213], [0.952, 0.424, -0.731], [-1.287, 0.625, -0.650], [-0.529, -0.021, 0.020], [-0.271, -0.212, -0.830], [-0.370, 0.111, 1.166], [-1.146, 0.182, 0.177], [0.294, 0.482, 0.154], [-1.859, 0.730, 1.018], [0.032, -0.581, -0.227], [1.373, -0.833, 1.264], [0.539, 1.081, 0.782], [-2.330, 1.182, 3.155]], "charge": 0, "homo_lumo_gap_ev": 9.16, "smiles": "CNCCCCC=O"}